{
  "formula": "CH4N2O3",
  "method": "ωB97M-V with the def2-TZVPD basis set",
  "symbols": ["H", "N", "O", "H", "O", "H", "O", "C", "H", "N"],
  "xyz": [[0.037, -1.638, -0.676], [1.377, 0.617, -0.696], [1.084, -0.146, 0.454], [2.244, 1.048, -0.662], [-1.220, 1.393, 0.621], [0.574, 1.326, -0.620], [-2.587, -0.260, 0.027], [0.178, -1.102, 0.235], [-0.166, -1.547, 1.112], [-1.521, 0.309, 0.206]],
  "nbo_charge": [0.198, -0.532, -0.338, 0.361, -0.402, 0.377, -0.396, 0.116, 0.193, 0.423],
  "multiplicity": 1,
  "e_above_lowest_ev": 4.454,
  "homo_lumo_gap_ev": [8.6, 8.6],
  "total_charge": 0,
  "energy_ev": -10217.9728,
  "homo_ha": [-0.320, -0.320]
}


{
  "formula": "C4H19INO5",
  "method": "ωB97M-V with the def2-TZVPD basis set",
  "symbols": ["H", "O", "N", "H", "H", "C", "C", "I", "H", "H", "C", "O", "C", "O", "H", "H", "H", "H", "O", "H", "H", "H", "H", "H", "H", "H", "H", "O", "H", "H"],
  "xyz": [[-36.108, -27.635, 8.643], [-39.309, -20.295, 3.839], [-33.631, -24.269, 6.340], [-34.636, -28.702, 8.514], [-38.960, -20.642, 4.660], [-34.046, -25.631, 6.072], [-32.798, -26.324, 5.602], [-36.801, -21.997, 5.930], [-39.305, -19.345, 3.959], [-32.929, -27.379, 5.361], [-35.530, -28.320, 8.022], [-35.082, -27.515, 6.989], [-34.606, -26.256, 7.426], [-36.757, -18.958, 3.849], [-35.436, -25.622, 7.738], [-32.910, -23.956, 5.707], [-38.434, -20.267, 7.724], [-36.621, -19.488, 4.635], [-38.621, -22.887, 3.038], [-31.961, -26.371, 6.299], [-37.958, -19.473, 8.922], [-37.853, -23.427, 2.853], [-34.730, -25.724, 5.228], [-36.094, -29.200, 7.716], [-33.867, -26.259, 8.228], [-38.710, -22.914, 3.991], [-34.448, -23.680, 6.270], [-38.698, -19.567, 8.321], [-35.874, -18.778, 3.526], [-32.459, -25.766, 4.728]],
  "nbo_charge": [0.168, -0.945, -0.861, 0.153, 0.476, -0.056, -0.610, -0.959, 0.460, 0.210, -0.237, -0.553, -0.070, -0.956, 0.180, 0.350, 0.494, 0.492, -0.943, 0.196, 0.460, 0.457, 0.180, 0.181, 0.168, 0.481, 0.397, -0.962, 0.454, 0.195],
  "multiplicity": 1,
  "e_above_lowest_ev": 1.198,
  "homo_lumo_gap_ev": 7.7,
  "total_charge": -1,
  "energy_ev": -24286.7325,
  "homo_ha": -0.174
}


{
  "formula": "C30H78O9",
  "method": "ωB97M-V with the def2-TZVPD basis set",
  "symbols": ["C", "H", "H", "H", "H", "H", "H", "H", "H", "H", "H", "H", "H", "H", "O", "C", "C", "H", "O", "H", "C", "H", "O", "H", "H", "H", "H", "H", "C", "C", "H", "C", "C", "C", "H", "C", "H", "H", "H", "H", "C", "H", "C", "C", "H", "H", "H", "H", "H", "H", "H", "C", "H", "H", "C", "H", "C", "H", "H", "H", "H", "C", "H", "O", "H", "O", "C", "H", "O", "H", "C", "O", "H", "C", "H", "O", "H", "H", "C", "H", "C", "H", "C", "H", "H", "C", "H", "H", "H", "C", "H", "H", "H", "H", "C", "H", "H", "H", "H", "H", "H", "H", "C", "H", "H", "C", "C", "H", "H", "H", "H", "H", "H", "H", "H", "O", "C"],
  "xyz": [[-1.891, -1.102, 3.957], [-2.544, 0.639, 2.978], [2.130, 3.080, -8.138], [-0.959, -0.987, 3.404], [1.664, 3.119, -2.517], [-0.666, -5.909, 2.218], [0.827, -0.401, -1.708], [1.606, 1.347, -6.425], [-1.897, 3.275, 2.447], [3.671, 1.828, -9.336], [2.473, -1.193, 0.805], [-2.063, -2.165, 4.125], [5.932, -5.273, 0.749], [2.313, -2.495, 1.924], [-2.892, 6.615, -2.219], [-2.582, -5.687, -3.409], [1.888, 1.128, 3.399], [-4.082, -1.214, 4.329], [3.379, 1.419, -8.518], [-1.847, -3.686, -2.959], [2.532, 1.918, -6.357], [-2.575, 3.896, 4.061], [4.388, -3.973, 0.955], [-2.395, -0.741, 1.174], [0.254, 5.478, -1.955], [0.586, -3.397, 1.226], [1.217, 2.303, 5.117], [-3.367, -2.094, 2.029], [-4.713, -2.221, -1.571], [-2.943, -0.364, 3.130], [3.775, 3.201, -7.560], [-0.240, -3.589, 0.541], [3.200, 2.042, 3.203], [1.281, 1.258, 4.812], [1.713, 1.541, -3.223], [3.030, -2.012, 1.261], [1.375, 6.076, 3.336], [-0.598, -4.847, -1.295], [-0.579, -2.654, 0.096], [-3.563, -6.157, -3.334], [-1.878, 4.895, -3.659], [-0.753, 6.690, -0.934], [4.106, -6.013, -0.306], [-3.241, -1.037, 1.795], [-2.218, -5.646, -4.435], [-2.619, -2.427, -1.170], [2.147, 0.112, 3.102], [-1.836, -6.343, -2.961], [2.516, 1.948, -1.631], [0.946, -4.072, -1.311], [-1.808, -0.596, 4.919], [-3.547, -2.983, -1.031], [-0.616, 5.114, 4.479], [-0.376, 7.156, -2.475], [0.212, 0.273, -1.112], [-2.293, -5.763, 4.119], [3.628, -3.009, 0.203], [-3.426, -3.681, -3.677], [0.031, 6.098, 1.153], [0.595, 0.061, -0.114], [-4.063, -0.571, 1.252], [-2.782, -4.245, -3.002], [3.375, 1.394, -5.909], [0.304, 2.465, -0.371], [-4.913, -1.396, -0.887], [0.957, 1.549, 2.575], [0.190, -4.479, -0.639], [2.219, 2.756, -5.734], [-3.420, -4.249, -1.690], [-2.836, 4.411, -3.848], [1.011, 5.629, 1.240], [-4.142, -0.388, 3.843], [3.146, 2.966, 3.778], [0.375, 1.732, -1.543], [4.497, -6.738, -1.020], [-1.300, -4.075, 1.394], [1.583, 6.499, 0.917], [-0.792, -0.129, -0.977], [-1.016, -4.925, 2.529], [-1.152, 4.082, -3.626], [-0.739, 4.700, 3.478], [-4.465, -1.890, -2.579], [-1.719, 3.538, 3.490], [0.595, -5.384, -0.187], [-0.519, 1.906, -2.142], [5.132, -4.837, 0.152], [3.597, -6.516, 0.516], [-0.241, -4.559, 3.203], [-3.031, -5.473, 2.603], [-2.297, -5.053, 3.292], [-3.766, 6.219, -2.186], [-3.775, -3.165, 0.019], [3.388, 2.466, 2.217], [-1.409, 2.677, 4.082], [-0.523, 6.241, -1.900], [1.770, 0.696, 5.607], [0.278, 0.835, 4.768], [2.438, 4.905, 2.596], [3.273, -5.628, -0.894], [-2.162, 4.924, -1.476], [3.844, -1.655, 1.892], [0.665, 2.448, 2.742], [-1.887, 5.609, -2.278], [1.067, 4.811, 0.522], [-5.654, -2.771, -1.586], [1.637, 2.059, -2.267], [2.963, 2.498, -7.745], [0.523, 1.948, 0.408], [-2.693, -4.112, 3.673], [-1.148, 5.512, 2.878], [4.249, -2.490, -0.527], [4.146, 1.528, 3.374], [-1.559, 5.485, -4.518], [5.641, -4.406, -0.710], [2.813, -3.579, -0.243], [0.519, 4.210, 3.090], [1.400, 5.234, 2.644]],
  "lowdin_charge": [-0.045, 0.122, 0.105, 0.079, 0.070, 0.114, 0.079, 0.069, 0.087, 0.084, 0.058, 0.060, 0.107, 0.053, -0.061, -0.078, -0.491, 0.082, -0.066, 0.104, -0.087, 0.084, -0.178, 0.074, 0.075, 0.088, 0.077, 0.076, -0.079, -0.500, 0.104, -0.222, -0.026, -0.033, 0.073, -0.059, 0.122, 0.053, 0.092, 0.080, -0.049, 0.062, -0.056, -0.046, 0.073, 0.103, 0.118, 0.070, 0.090, 0.067, 0.083, -0.286, 0.121, 0.081, -0.045, 0.079, -0.220, 0.110, 0.055, 0.056, 0.078, -0.265, 0.074, -0.054, 0.064, -0.058, -0.055, 0.059, -0.175, 0.071, -0.079, -0.038, 0.056, -0.507, 0.059, -0.173, 0.083, 0.067, -0.264, 0.055, -0.274, 0.072, -0.056, 0.069, 0.129, -0.243, 0.067, 0.113, 0.082, -0.082, 0.085, 0.102, 0.064, 0.064, -0.041, 0.076, 0.053, 0.109, 0.037, 0.128, 0.074, 0.051, -0.472, 0.069, 0.085, -0.048, -0.343, 0.052, 0.050, 0.116, 0.118, 0.063, 0.078, 0.106, 0.075, -0.201, -0.239],
  "multiplicity": 1,
  "homo_lumo_gap_ev": 10.0,
  "total_charge": 0,
  "energy_ev": -50797.5846,
  "homo_ha": -0.346,
  "smiles": "CC(C)O.CC(C)O.CC(C)O.CC(C)O.CCOCC.CCOCC.CCOCC.CCOCC.CCO"
}


{
  "formula": "C27H32N6O2Os",
  "method": "ωB97M-V with the def2-TZVPD basis set",
  "symbols": ["C", "H", "C", "N", "O", "N", "C", "H", "N", "N", "C", "H", "C", "H", "H", "C", "H", "C", "H", "C", "C", "H", "C", "C", "N", "C", "H", "H", "H", "H", "C", "C", "H", "H", "H", "N", "H", "C", "H", "C", "C", "H", "H", "C", "C", "H", "Os", "H", "C", "H", "O", "H", "C", "C", "C", "H", "H", "C", "H", "H", "H", "C", "H", "C", "H", "H", "C", "H"],
  "xyz": [[-4.105, -0.014, 1.277], [3.308, -2.128, 1.062], [0.291, -1.065, 3.085], [0.570, -2.441, -0.489], [0.536, 1.111, -0.548], [2.749, -0.689, -0.323], [-0.410, 3.476, -2.104], [-2.254, 1.514, -0.212], [-1.248, 3.816, -1.191], [2.173, -0.447, 4.007], [1.592, -2.997, -1.426], [-4.854, -5.620, 0.254], [-2.128, -1.533, 0.558], [4.422, 0.142, -1.136], [-6.041, -4.441, 0.807], [-4.017, -3.721, 0.802], [-3.268, 3.785, 0.466], [-2.433, 1.807, 0.821], [5.068, 4.357, -3.283], [4.113, 4.193, -3.779], [-4.348, -2.375, 1.076], [-0.243, 3.259, 0.559], [1.825, 3.653, -2.853], [3.360, 0.265, -0.930], [1.191, -0.685, 2.086], [3.479, -1.926, 0.005], [-2.095, 4.270, -1.529], [-0.951, 4.882, 0.553], [-0.372, -4.263, -0.553], [-5.139, -0.110, 1.595], [-1.768, -2.899, 0.248], [2.327, -0.317, 2.700], [4.329, 3.661, -4.709], [-2.413, -4.960, 0.141], [-4.985, -5.236, 1.970], [-3.715, 1.223, 1.244], [0.580, -1.144, 5.281], [-1.119, 3.840, 0.276], [3.685, 5.157, -4.045], [-5.030, -4.814, 0.964], [-3.487, -1.280, 0.967], [4.673, 2.005, -2.285], [3.667, -3.238, -1.697], [3.188, 3.385, -2.924], [-2.735, -3.954, 0.387], [4.550, -1.785, -0.136], [0.786, -0.667, 0.149], [-0.732, 3.726, -3.113], [0.950, 2.941, -2.023], [-4.428, 1.897, 1.507], [-1.274, -0.606, 0.465], [-1.641, 1.383, 1.428], [2.771, 1.478, -1.441], [1.415, 1.824, -1.300], [2.998, -3.114, -0.844], [-2.392, 3.644, 1.979], [3.089, -4.020, -0.245], [-2.395, 3.322, 0.937], [-5.368, -2.174, 1.393], [1.265, -3.980, -1.765], [3.221, 0.047, 2.223], [-0.529, -3.225, -0.271], [1.587, -2.355, -2.306], [3.627, 2.282, -2.211], [-0.692, -1.433, 2.865], [2.879, -0.228, 4.702], [0.913, -0.933, 4.279], [1.432, 4.472, -3.448]],
  "nbo_charge": [0.293, 0.212, -0.080, -0.453, -0.645, -0.447, 0.314, 0.222, -0.412, -0.438, -0.243, 0.258, 0.585, 0.232, 0.252, -0.036, 0.233, -0.230, 0.259, -0.652, 0.053, 0.227, -0.075, 0.201, -0.480, -0.239, 0.445, 0.271, 0.246, 0.248, -0.255, 0.254, 0.266, 0.252, 0.266, -0.434, 0.287, -0.233, 0.251, -0.650, -0.311, 0.248, 0.265, 0.019, -0.026, 0.247, 1.471, 0.253, -0.232, 0.446, -0.684, 0.228, -0.214, 0.411, -0.436, 0.263, 0.255, -0.434, 0.247, 0.251, 0.256, 0.222, 0.228, -0.067, 0.245, 0.481, -0.010, 0.250],
  "multiplicity": 1,
  "e_above_lowest_ev": 0.318,
  "homo_lumo_gap_ev": 6.3,
  "total_charge": 4,
  "energy_ev": -43983.1162,
  "homo_ha": -0.715
}


{
  "formula": "C28H43Cl2N2PW",
  "method": "ωB97M-V with the def2-TZVPD basis set",
  "symbols": ["C", "H", "H", "H", "H", "H", "H", "C", "C", "C", "H", "H", "C", "C", "H", "H", "H", "H", "C", "C", "H", "C", "H", "C", "H", "Cl", "C", "H", "C", "H", "H", "C", "Cl", "H", "C", "H", "C", "H", "H", "C", "H", "H", "C", "W", "C", "H", "C", "C", "C", "H", "H", "C", "C", "H", "H", "H", "H", "H", "H", "H", "H", "C", "C", "H", "N", "H", "H", "C", "H", "C", "H", "N", "H", "H", "P", "H", "C"],
  "xyz": [[6.009, -2.539, 2.914], [-1.599, -3.474, -2.028], [-1.802, 4.780, -2.465], [3.914, 0.803, -5.861], [-1.525, 2.342, 2.413], [-3.946, -0.793, 3.858], [0.077, 3.999, -1.177], [-0.305, 3.316, -1.949], [-2.744, 3.325, -1.187], [-1.851, -1.239, -0.350], [4.767, 0.396, 2.997], [-0.924, 2.394, 0.540], [-1.752, 3.700, -2.291], [-2.464, 0.238, 5.030], [-1.741, -2.573, -3.551], [-5.127, -2.227, -0.949], [-3.919, -3.594, -2.710], [-3.342, 1.873, 3.947], [3.058, -0.547, -2.832], [-1.423, -1.338, -1.816], [4.904, -3.349, 1.146], [-1.450, 1.404, 2.981], [-1.543, -2.147, 0.200], [-1.139, 1.652, -0.250], [-3.738, -0.234, -0.776], [1.623, -2.543, 0.125], [-4.040, -2.365, -0.943], [-1.013, -1.444, 3.206], [5.246, 0.635, -4.146], [6.437, -0.875, 4.354], [-1.902, 2.315, 4.874], [-0.184, 1.879, -1.428], [2.402, 1.305, 1.382], [2.238, -1.044, -2.314], [-1.831, 0.215, 2.082], [0.332, 3.431, -2.833], [-2.589, 1.882, -0.692], [-3.997, -1.878, -3.062], [-2.434, -1.882, 2.263], [4.260, -0.297, -2.123], [-0.443, 1.171, -2.229], [0.857, 1.668, -1.140], [-3.556, -2.615, -2.376], [2.897, -0.775, 0.723], [4.272, -0.554, -0.698], [-3.752, -1.078, 0.764], [-3.392, -1.147, -0.273], [2.943, -0.136, -4.152], [-2.009, -1.087, 2.892], [-2.836, -1.863, 4.720], [-0.393, 1.308, 3.284], [5.916, -1.274, 3.498], [4.020, 0.469, -4.821], [-3.770, 3.472, -1.541], [6.638, -3.354, 3.246], [-2.040, 3.220, -3.237], [-2.848, 1.175, -1.495], [6.343, 0.374, -2.298], [-1.775, -0.437, -2.342], [-3.816, -3.251, -0.332], [6.082, 1.095, -4.678], [5.392, 0.240, -2.820], [-2.893, -0.931, 4.146], [-1.505, 0.004, 5.507], [4.479, -1.330, 1.789], [2.002, -0.278, -4.675], [-3.299, 1.710, 0.134], [5.130, -2.555, 1.841], [-2.742, 0.461, 1.508], [-2.336, 1.536, 4.237], [5.295, -0.580, -0.271], [5.013, -0.572, 2.812], [-3.186, 0.370, 5.840], [-0.327, -1.363, -1.916], [-0.688, -0.007, 0.588], [-2.590, 3.989, -0.324], [-2.029, -2.575, -2.494]],
  "lowdin_charge": [-0.056, 0.115, 0.105, 0.097, 0.095, 0.114, 0.115, -0.197, -0.196, -0.434, 0.144, 0.094, -0.204, -0.219, 0.108, 0.108, 0.105, 0.114, -0.074, -0.237, 0.119, -0.208, 0.086, -0.444, 0.088, -0.039, -0.196, 0.117, -0.106, 0.123, 0.106, -0.237, -0.043, 0.059, -0.467, 0.108, -0.213, 0.112, 0.094, -0.322, 0.099, 0.072, -0.206, 0.678, -0.305, 0.097, -0.211, -0.099, -0.208, 0.107, 0.105, -0.079, -0.102, 0.108, 0.103, 0.112, 0.095, 0.103, 0.098, 0.115, 0.097, -0.052, -0.201, 0.111, -0.263, 0.096, 0.106, -0.082, 0.071, -0.201, 0.028, 0.025, 0.105, 0.078, 1.047, 0.115, -0.196],
  "s2": 2.109,
  "multiplicity": 3,
  "e_above_lowest_ev": 0.258,
  "homo_lumo_gap_ev": [7.0, 6.5],
  "total_charge": 0,
  "energy_ev": -68873.2168,
  "homo_ha": [-0.246, -0.246]
}


{
  "formula": "C2H7N3O2",
  "method": "ωB97M-V with the def2-TZVPD basis set",
  "symbols": ["H", "H", "O", "N", "N", "O", "C", "H", "H", "H", "H", "C", "H", "N"],
  "xyz": [[-3.256, -0.171, -0.475], [-2.915, -0.821, 1.144], [0.529, -1.556, -0.686], [-1.430, 0.404, 0.286], [-0.164, 0.141, 0.630], [1.944, -0.453, 0.731], [2.953, 0.364, 0.115], [2.665, 1.414, 0.100], [3.828, 0.194, 0.733], [-1.714, 1.215, 0.833], [-2.074, -1.491, -0.279], [-2.478, -0.585, 0.166], [3.145, 0.004, -0.903], [0.643, -0.633, 0.100]],
  "nbo_charge": [0.208, 0.183, -0.469, -0.426, -0.093, -0.394, -0.258, 0.180, 0.208, 0.377, 0.231, -0.438, 0.185, 0.505],
  "multiplicity": 1,
  "e_above_lowest_ev": 6.929,
  "homo_lumo_gap_ev": 9.5,
  "total_charge": 0,
  "energy_ev": -10747.1465,
  "homo_ha": -0.316,
  "smiles": "CN/N=[N+](\\[O-])OC"
}